No. 1
C9H14S | ωB97M-V/def2-TZVPD

The geometry in XYZ format:
```
24
Properties=species:S:1:pos:R:3
S -2.75 -0.99 0.32
C 1.55 0.11 -1.47
C -2.12 0.29 -0.74
C 1.43 -0.23 2.34
C 1.26 0.38 0.98
C 1.61 -0.36 -0.14
C -1.98 -2.47 -0.26
C 0.61 2.14 -0.49
C 0.88 1.71 0.80
C 1.00 1.37 -1.61
H -1.48 -2.37 -1.24
H -1.16 -2.79 0.39
H 0.78 1.87 -2.55
H 1.74 -0.63 -2.23
H -1.53 1.08 -0.26
H -1.69 0.13 -1.73
H 1.27 -1.30 2.43
H -2.99 0.95 -1.05
H 2.21 -1.24 0.06
H 0.79 0.16 3.13
H 0.67 2.24 1.72
H -2.61 -3.33 -0.44
H 2.36 0.18 2.75
H 0.14 3.09 -0.72
```

Calculated values
SMILES = Cc1ccccc1.CSC
total energy = -749.46919 a.u.
E_LUMO = 0.9 eV
energy relative to the best compared isomer or geometry (same formula, charge and spin) = 114.9 kJ/mol
largest force on an atom = 3.25 eV Å⁻¹
gap between HOMO and LUMO = 0.33393 Eh

=====

No. 2
C9H14S | ωB97M-V/def2-TZVPD

The geometry in XYZ format:
```
24
Properties=species:S:1:pos:R:3
S -1.27 1.22 3.98
C 1.02 -0.32 -1.63
C -1.53 -1.47 -1.55
C 0.80 -1.62 -2.07
C -0.12 0.47 -1.41
C -1.26 2.14 2.39
C -0.44 -2.22 -2.00
C 2.36 0.26 -1.92
C -1.38 -0.14 -1.29
C 0.05 -0.06 3.52
H -0.31 2.68 2.38
H -1.36 1.39 1.61
H 2.51 0.32 -3.01
H -2.03 2.89 2.31
H 1.62 -2.32 -2.24
H -2.19 0.55 -1.03
H -2.50 -1.95 -1.62
H 3.15 -0.37 -1.56
H 0.66 0.49 2.80
H -0.26 -0.97 2.97
H 0.40 -0.49 4.47
H 2.59 1.27 -1.56
H 0.04 1.52 -1.28
H -0.54 -3.27 -2.25
```

Calculated values
SMILES = Cc1ccccc1.CSC
total energy = -749.48071 a.u.
E_LUMO = 0.8 eV
energy relative to the best compared isomer or geometry (same formula, charge and spin) = 84.6 kJ/mol
largest force on an atom = 2.53 eV Å⁻¹
gap between HOMO and LUMO = 0.33997 Eh

=====

No. 3
C9H14S | ωB97M-V/def2-TZVPD

The geometry in XYZ format:
```
24
Properties=species:S:1:pos:R:3
S -0.92 4.03 -0.16
C -1.43 -1.88 0.98
C -1.08 -2.89 -1.17
C 0.38 2.92 -0.63
C -0.05 -1.82 1.14
C -1.95 -2.37 -0.20
C 2.32 -2.30 0.39
C 0.83 -2.32 0.20
C 1.62 2.96 0.28
C 0.29 -2.84 -0.98
H 2.34 2.21 -0.05
H -3.00 -2.43 -0.46
H 1.46 2.96 1.35
H 2.73 -3.30 0.29
H 0.16 1.88 -0.88
H -1.06 3.90 1.17
H -2.09 -1.51 1.75
H 2.79 -1.69 -0.36
H -1.41 -3.22 -2.14
H 0.42 -1.29 1.95
H 0.90 -3.32 -1.74
H 2.18 3.89 0.06
H 2.60 -1.87 1.35
H 0.75 3.32 -1.57
```

Calculated values
SMILES = Cc1ccccc1.CCS
total energy = -749.49687 a.u.
E_LUMO = 0.8 eV
energy relative to the best compared isomer or geometry (same formula, charge and spin) = 42.2 kJ/mol
largest force on an atom = 1.80 eV Å⁻¹
gap between HOMO and LUMO = 0.36029 Eh

=====

No. 4
C9H14Si | ωB97M-V/def2-TZVPD

The geometry in XYZ format:
```
24
Properties=species:S:1:pos:R:3
Si -1.13 -0.38 0.29
C -1.58 1.90 -1.45
C 1.12 -0.71 -0.18
C -0.97 0.68 1.75
C -2.16 0.52 -1.05
C 1.92 0.19 0.69
C -0.70 1.29 2.74
C -2.81 -2.82 1.31
C 3.35 0.57 0.10
C -2.10 -1.92 0.82
H 1.31 -1.75 0.04
H -1.60 2.49 -0.52
H 3.49 0.84 -0.91
H -3.40 -3.61 1.70
H 4.14 -0.23 0.28
H 1.22 -0.64 -1.24
H -3.26 0.67 -0.73
H -0.59 2.01 3.48
H -2.24 2.29 -2.32
H 1.46 1.18 0.81
H -2.24 0.09 -2.11
H 2.11 -0.32 1.56
H -0.53 1.70 -1.89
H 3.62 1.42 0.75
```

Calculated values
SMILES = C#C[Si](C#C)(CC)CCC
total energy = -640.64668 a.u.
E_LUMO = 0.9 eV
energy relative to the best compared isomer or geometry (same formula, charge and spin) = 502.9 kJ/mol
largest force on an atom = 4.21 eV Å⁻¹
gap between HOMO and LUMO = 0.36553 Eh

=====

No. 5
C9H15FN3O | ωB97M-V/def2-TZVPD

The geometry in XYZ format:
```
29
Properties=species:S:1:pos:R:3
F -2.72 0.03 0.83
O 2.03 1.57 0.26
N 0.25 -1.45 0.04
N -1.90 -2.79 -0.12
N 2.79 -0.66 0.31
C 1.84 0.28 0.27
C -0.61 0.93 0.10
C 0.47 -0.21 0.13
C -2.07 1.15 0.69
C 3.43 2.07 0.55
C -2.75 2.26 0.69
C 1.20 -2.38 0.03
C -0.83 0.97 -1.37
C 2.52 -1.94 0.18
H -0.05 1.70 0.62
H -3.77 2.28 1.10
H -2.31 3.18 0.64
H -1.39 1.80 -1.63
H -1.39 -3.49 -0.68
H -1.27 -0.06 -1.64
H 4.07 1.41 0.06
H 0.18 0.98 -1.88
H 0.78 -3.33 -0.03
H 3.73 2.22 1.62
H -2.32 -3.14 0.71
H 3.39 -2.63 0.29
H -0.88 -1.94 0.13
H 3.45 3.12 0.18
H -2.64 -2.32 -0.64
```

Calculated values
net charge = +1
total energy = -690.98325 a.u.
E_LUMO = -3.3 eV
energy relative to the best compared isomer or geometry (same formula, charge and spin) = 29.2 kJ/mol
largest force on an atom = 4.76 eV Å⁻¹
gap between HOMO and LUMO = 0.34799 Eh

=====

No. 6
C9H15FNO | ωB97M-V/def2-TZVPD

The geometry in XYZ format:
```
27
Properties=species:S:1:pos:R:3
F -2.05 1.59 -0.50
O -2.81 -0.94 0.60
N 0.49 -0.14 -0.87
C 0.10 -0.59 1.39
C 0.03 2.35 0.13
C 1.68 0.49 -0.19
C -1.00 1.32 0.33
C 1.52 -0.13 1.21
C -1.80 -1.05 -0.29
C 0.79 -1.31 -1.61
C -0.60 -0.16 0.14
C 1.30 1.92 -0.04
H 1.86 0.44 2.04
H 1.86 -1.60 -1.35
H -3.45 -1.68 0.67
H -2.20 -0.67 -1.22
H 0.23 0.65 -1.37
H 0.07 -1.73 1.20
H 2.19 -1.00 1.14
H 2.08 2.71 0.04
H 0.14 -2.16 -1.41
H -0.11 3.41 0.26
H -0.33 -0.29 2.33
H 0.51 -1.23 -2.62
H -1.59 1.50 1.20
H -1.44 -2.00 -0.49
H 2.51 0.29 -0.73
```

Calculated values
SMILES = C[N@@H+]1[C@H]2C=C[C@@H](F)[C@]1(CO)CC2
net charge = +1
total energy = -581.45882 a.u.
E_LUMO = -2.7 eV
energy relative to the best compared isomer or geometry (same formula, charge and spin) = 0.0 kJ/mol
largest force on an atom = 5.34 eV Å⁻¹
gap between HOMO and LUMO = 0.41913 Eh

=====

No. 7
C9H15FO2Si2 | ωB97M-V/def2-TZVPD

The geometry in XYZ format:
```
29
Properties=species:S:1:pos:R:3
Si 0.73 0.64 -0.97
Si -1.69 0.68 0.02
F 0.80 1.08 -2.60
O -2.00 -2.99 -0.97
O -0.56 -0.32 -0.86
C 2.40 0.05 -0.29
C -0.21 2.02 0.06
C -3.27 1.07 -0.99
C 2.39 -1.03 0.64
C -1.99 -0.12 1.72
C 4.75 -0.12 -0.37
C 4.73 -1.07 0.64
C 3.57 -1.57 1.15
C 3.58 0.45 -0.83
H -3.00 1.30 -2.13
H -0.51 2.86 -0.54
H -2.05 -3.68 -1.66
H -2.38 0.67 2.28
H -1.14 -0.72 2.07
H 5.57 0.32 -0.92
H -3.64 1.98 -0.55
H 1.58 -1.47 1.07
H -2.63 -1.01 1.77
H 5.65 -1.58 1.04
H -3.93 0.29 -1.19
H 0.05 2.50 1.02
H 3.58 -2.30 1.83
H -1.30 -2.34 -1.14
H 3.65 1.18 -1.73
```

Calculated values
total energy = -1181.40608 a.u.
E_LUMO = 0.7 eV
energy relative to the best compared isomer or geometry (same formula, charge and spin) = 179.9 kJ/mol
largest force on an atom = 4.35 eV Å⁻¹
gap between HOMO and LUMO = 0.37320 Eh

=====

No. 8
C9H15IIrN4S2 | ωB97M-V/def2-TZVPD

The geometry in XYZ format:
```
32
Properties=species:S:1:pos:R:3
Ir 0.61 0.53 -0.36
I 0.08 2.69 1.08
S 0.22 -1.71 3.80
S -4.03 -0.18 -0.86
N -2.17 0.65 -2.59
N -1.50 0.02 -0.38
N 0.19 -0.56 1.48
N 2.30 -0.54 2.63
C -2.39 0.23 -1.34
C 0.93 -1.07 -1.53
C 0.75 1.82 -1.87
C -1.27 -1.58 2.97
C -3.43 -0.76 0.64
C 1.01 -0.85 2.48
C -1.12 -0.94 1.75
C -2.05 -0.60 0.73
C 2.58 0.77 -0.23
H 1.18 1.29 -2.73
H -1.25 0.77 -2.98
H 3.06 -0.17 0.04
H 2.88 1.56 0.47
H 1.41 2.67 -1.65
H 1.95 -1.06 -1.94
H 0.21 -1.12 -2.36
H -2.22 -1.95 3.32
H 2.75 -0.88 3.47
H 2.96 1.05 -1.22
H -0.22 2.23 -2.16
H -4.02 -1.22 1.42
H -2.99 0.78 -3.18
H 2.80 0.08 2.00
H 0.80 -1.97 -0.92
```

Calculated values
2S+1 = 6
net charge = +2
total energy = -1768.58701 a.u.
E_LUMO (alpha / beta) = -6.2 / -10.7 eV
largest force on an atom = 4.02 eV Å⁻¹
gap between HOMO and LUMO (alpha / beta) = 0.23346 / 0.19181 Eh

=====

No. 9
C9H15N2 | ωB97M-V/def2-TZVPD

The geometry in XYZ format:
```
26
Properties=species:S:1:pos:R:3
N -0.54 0.19 -0.57
N -0.62 1.83 -0.76
C 0.75 -1.82 -0.67
C -1.64 2.21 0.19
C -1.68 -0.12 0.24
C 0.45 -0.43 -1.07
C 1.34 0.27 -2.00
C -1.89 3.45 0.60
C 1.75 -1.76 0.52
C -2.30 1.00 0.67
C 1.13 -1.88 1.90
H -0.20 -2.35 -0.14
H -1.99 -1.15 0.54
H 2.40 -2.55 0.52
H 1.81 -2.09 2.68
H -0.91 2.02 -1.71
H 2.13 -0.35 -2.41
H -2.60 3.83 1.29
H -1.27 4.14 0.24
H 1.18 -2.45 -1.43
H -3.18 1.08 1.11
H 0.66 -1.06 2.38
H 0.82 0.32 -3.01
H 0.35 -2.62 1.92
H 2.36 -0.87 0.61
H 1.70 1.14 -1.64
```

Calculated values
SMILES = C=c1cc/[n+](=C(/C)CCC)[nH]1
net charge = +1
total energy = -461.05958 a.u.
E_LUMO (alpha / beta) = -4.3 / -4.3 eV
energy relative to the best compared isomer or geometry (same formula, charge and spin) = 368.2 kJ/mol
largest force on an atom = 5.99 eV Å⁻¹
gap between HOMO and LUMO (alpha / beta) = 0.31141 / 0.31143 Eh

=====

Please write out number 4 again, unchanged.
C9H14Si | ωB97M-V/def2-TZVPD

The geometry in XYZ format:
```
24
Properties=species:S:1:pos:R:3
Si -1.13 -0.38 0.29
C -1.58 1.90 -1.45
C 1.12 -0.71 -0.18
C -0.97 0.68 1.75
C -2.16 0.52 -1.05
C 1.92 0.19 0.69
C -0.70 1.29 2.74
C -2.81 -2.82 1.31
C 3.35 0.57 0.10
C -2.10 -1.92 0.82
H 1.31 -1.75 0.04
H -1.60 2.49 -0.52
H 3.49 0.84 -0.91
H -3.40 -3.61 1.70
H 4.14 -0.23 0.28
H 1.22 -0.64 -1.24
H -3.26 0.67 -0.73
H -0.59 2.01 3.48
H -2.24 2.29 -2.32
H 1.46 1.18 0.81
H -2.24 0.09 -2.11
H 2.11 -0.32 1.56
H -0.53 1.70 -1.89
H 3.62 1.42 0.75
```

Calculated values
SMILES = C#C[Si](C#C)(CC)CCC
total energy = -640.64668 a.u.
E_LUMO = 0.9 eV
energy relative to the best compared isomer or geometry (same formula, charge and spin) = 502.9 kJ/mol
largest force on an atom = 4.21 eV Å⁻¹
gap between HOMO and LUMO = 0.36553 Eh